Arrangement A

DFT (wB97M-V/def2-TZVPD) results for 5 unconnected molecules or ions with the total composition C4H16O4.

SMILES string   C/C=C/C.O.O.O.O
Kohn-Sham gap   0.34301 hartree
LUMO   0.202 eV
HOMO energy   -9.13 eV
Multiplicity   1

Each line ends with the Mulliken charge.
CARTESIAN COORDINATES (ANGSTROEM)
C (0.820, -0.100, -2.322)  -0.96
C (-0.448, -0.486, -1.669)  0.16
C (-0.315, -1.452, -0.795)  -0.35
C (-1.322, -2.169, 0.043)  -0.92
H (0.745, -0.628, -3.278)  0.29
H (0.961, 0.918, -2.556)  0.22
H (1.758, -0.481, -1.914)  0.29
H (-1.218, 0.185, -1.912)  0.35
H (0.720, -1.714, -0.635)  0.23
H (-2.335, -2.179, -0.393)  0.32
H (-1.080, -3.187, 0.258)  0.33
H (-1.478, -1.425, 0.958)  0.05
H (-1.217, 2.162, -2.073)  0.33
H (0.446, 2.173, -2.320)  0.30
O (-0.418, 2.644, -1.972)  -0.64
H (2.795, 0.385, 0.652)  0.31
H (2.336, 1.249, 1.908)  0.30
O (2.819, 0.482, 1.591)  -0.61
H (-0.619, -0.111, 2.571)  0.39
H (0.334, -0.827, 3.499)  0.28
O (-0.380, -1.017, 2.913)  -0.63
H (-1.740, 1.726, 2.868)  0.31
H (-0.383, 2.205, 1.911)  0.34
O (-0.780, 1.646, 2.667)  -0.69



Arrangement B

DFT (wB97M-V/def2-TZVPD) results for 4 unconnected molecules or ions with the total composition C4H16O4.

SMILES string   CO.CO.CO.CO
Kohn-Sham gap   0.38765 hartree
LUMO   0.583 eV
HOMO energy   -9.97 eV
Multiplicity   1

Each line ends with the Mulliken charge.
CARTESIAN COORDINATES (ANGSTROEM)
C (-0.168, -1.399, 2.195)  -0.24
O (-0.431, -1.723, 0.828)  -0.49
H (-1.094, -1.341, 2.775)  0.26
H (0.547, -2.151, 2.523)  0.23
H (0.288, -0.403, 2.204)  -0.05
H (-0.751, -0.918, 0.406)  0.26
C (2.937, 1.184, 2.110)  -0.42
O (3.735, 1.565, 3.221)  -0.54
H (3.017, 0.112, 1.947)  0.23
H (1.878, 1.369, 2.310)  0.14
H (3.224, 1.782, 1.245)  0.27
H (4.186, 2.395, 3.070)  0.30
C (-1.366, -1.865, -3.321)  -0.48
O (-1.614, -0.568, -3.878)  -0.51
H (-0.310, -2.126, -3.307)  0.26
H (-1.539, -1.766, -2.236)  0.15
H (-2.034, -2.625, -3.724)  0.29
H (-2.446, -0.284, -3.497)  0.29
C (-1.681, 1.401, -0.933)  -0.59
O (-0.563, 1.202, -0.068)  -0.45
H (-1.419, 1.038, -1.928)  0.23
H (-2.567, 0.893, -0.558)  0.26
H (-1.969, 2.453, -0.999)  0.34
H (0.140, 1.774, -0.385)  0.26



Arrangement C

DFT (wB97M-V/def2-TZVPD) results for 4 unconnected molecules or ions with the total composition C4H16O4.

SMILES string   CCCCO.O.O.O
Kohn-Sham gap   0.39008 hartree
LUMO   0.644 eV
HOMO energy   -9.97 eV
Multiplicity   1

Each line ends with the Mulliken charge.
CARTESIAN COORDINATES (ANGSTROEM)
C (0.032, 1.802, 0.577)  -0.44
O (1.280, 1.551, 1.199)  -0.57
C (-0.214, 0.958, -0.539)  -0.67
C (-1.309, 1.493, -1.597)  -0.20
C (-1.621, 0.467, -2.667)  -1.70
H (-0.563, 1.584, 1.442)  0.18
H (-0.015, 2.865, 0.193)  0.29
H (1.601, 0.682, 1.013)  0.32
H (-0.585, 0.007, -0.118)  0.37
H (0.678, 0.827, -1.129)  0.49
H (-0.642, 2.189, -2.113)  0.31
H (-2.137, 1.875, -1.057)  0.41
H (-0.775, 0.104, -3.090)  0.53
H (-2.240, 0.914, -3.438)  0.36
H (-2.118, -0.453, -2.275)  0.37
H (-0.411, -0.112, 2.982)  0.29
H (0.206, -1.450, 3.099)  0.30
O (-0.466, -0.982, 2.660)  -0.57
H (0.926, -2.088, -2.184)  0.30
H (-0.250, -1.246, -1.593)  0.29
O (0.448, -1.835, -1.421)  -0.66
H (1.212, -2.309, 0.501)  0.34
H (1.019, -2.943, 1.863)  0.30
O (1.584, -2.330, 1.471)  -0.64



Arrangement D

DFT (wB97M-V/def2-TZVPD) results for 5 unconnected molecules or ions with the total composition C4H16O4.

SMILES string   C=C(C)C.O.O.O.O
Kohn-Sham gap   0.35563 hartree
LUMO   0.424 eV
HOMO energy   -9.25 eV
Multiplicity   1

Each line ends with the Mulliken charge.
CARTESIAN COORDINATES (ANGSTROEM)
C (1.984, 0.441, 0.813)  -1.35
C (1.019, 1.421, 0.204)  1.16
C (-0.191, 1.528, 0.745)  -1.07
C (1.338, 1.975, -1.147)  -1.38
H (2.762, 0.920, 1.432)  0.37
H (2.635, -0.057, 0.092)  0.26
H (1.501, -0.194, 1.551)  0.36
H (-1.099, 2.003, 0.396)  0.45
H (-0.378, 0.959, 1.650)  0.19
H (1.008, 1.369, -1.995)  0.26
H (2.411, 2.083, -1.317)  0.39
H (0.938, 2.979, -1.300)  0.37
H (1.106, -3.251, -1.512)  0.31
H (2.065, -2.146, -1.100)  0.31
O (1.237, -2.296, -1.568)  -0.65
H (-2.265, 0.380, 2.975)  0.32
H (-2.311, -0.359, 1.662)  0.36
O (-2.024, -0.468, 2.582)  -0.66
H (-1.506, -2.578, -0.091)  0.31
H (-0.566, -1.795, -1.102)  0.39
O (-1.432, -2.213, -0.976)  -0.67
H (-3.031, -0.904, -0.852)  0.33
H (-2.266, 0.317, -0.843)  0.31
O (-2.937, -0.115, -0.298)  -0.67



Calculated relative energies: arrangement A 39.6; arrangement B 36.1; arrangement C 18.8; arrangement D 0.0, given in kcal/mol



Arrangement A

DFT (wB97M-V/def2-TZVPD) results for 2 unconnected molecules or ions with the total composition C5H14.

SMILES string   CCC.CC
Kohn-Sham gap   0.45390 hartree
LUMO   1.187 eV
HOMO energy   -11.16 eV
Multiplicity   1

Each line ends with the Mulliken charge.
CARTESIAN COORDINATES (ANGSTROEM)
C (0.935, 1.073, -1.760)  -0.30
C (0.219, -0.261, -2.041)  -0.63
C (1.288, 1.359, -0.314)  -0.92
H (1.761, 1.167, -2.466)  0.33
H (0.245, 1.844, -2.131)  0.24
H (0.804, -0.965, -2.648)  0.30
H (0.389, 1.530, 0.275)  0.14
H (-0.722, -0.122, -2.562)  0.31
H (-0.059, -0.822, -1.138)  -0.11
H (1.902, 0.563, 0.116)  0.29
H (1.892, 2.266, -0.283)  0.35
C (-0.759, -1.536, 1.528)  -0.89
C (-1.358, -0.275, 2.186)  -0.76
H (-1.174, -1.721, 0.535)  0.20
H (0.315, -1.698, 1.622)  0.30
H (-1.149, -2.406, 2.075)  0.38
H (-0.801, -0.012, 3.089)  0.23
H (-2.382, -0.544, 2.421)  0.33
H (-1.347, 0.560, 1.496)  0.20



Arrangement B

DFT (wB97M-V/def2-TZVPD) results for 2 unconnected molecules or ions with the total composition C5H14.

SMILES string   CCC.CC
Kohn-Sham gap   0.45084 hartree
LUMO   1.148 eV
HOMO energy   -11.12 eV
Multiplicity   1

Each line ends with the Mulliken charge.
CARTESIAN COORDINATES (ANGSTROEM)
C (0.713, -0.128, -0.940)  0.09
C (1.707, -0.985, -1.730)  -1.14
C (-0.238, 0.723, -1.855)  -1.07
H (1.152, 0.620, -0.287)  0.38
H (0.050, -0.815, -0.415)  -0.01
H (1.818, -1.965, -1.280)  0.31
H (1.453, -0.990, -2.794)  0.30
H (-1.267, 0.360, -1.764)  0.27
H (2.693, -0.497, -1.776)  0.27
H (-0.059, 0.522, -2.916)  0.36
H (-0.254, 1.769, -1.548)  0.24
C (-1.258, 0.757, 1.800)  -0.66
C (-0.768, -0.460, 2.516)  -0.82
H (-0.537, 1.135, 1.075)  0.03
H (-2.213, 0.792, 1.280)  0.31
H (-1.193, 1.677, 2.394)  0.33
H (-0.103, -1.137, 1.959)  0.23
H (-0.131, -0.275, 3.374)  0.30
H (-1.565, -1.102, 2.908)  0.27



Arrangement C

DFT (wB97M-V/def2-TZVPD) results for 2 unconnected molecules or ions with the total composition C5H14.

SMILES string   CCC.CC
Kohn-Sham gap   0.45502 hartree
LUMO   1.183 eV
HOMO energy   -11.20 eV
Multiplicity   1

Each line ends with the Mulliken charge.
CARTESIAN COORDINATES (ANGSTROEM)
C (1.210, -0.743, 0.693)  0.05
C (1.725, -1.330, 1.971)  -1.35
C (-0.049, -1.505, 0.201)  -0.92
H (0.983, 0.326, 0.686)  0.18
H (1.966, -0.805, -0.096)  0.22
H (2.668, -0.935, 2.363)  0.35
H (-0.003, -1.941, -0.804)  0.30
H (-0.156, -2.424, 0.776)  0.39
H (1.944, -2.394, 1.811)  0.34
H (1.048, -1.361, 2.829)  0.34
H (-0.931, -0.882, 0.264)  0.06
C (-0.771, 2.241, -1.464)  -0.75
C (-1.967, 1.256, -1.307)  -0.81
H (-0.939, 3.127, -0.857)  0.27
H (0.151, 1.790, -1.105)  0.17
H (-0.717, 2.545, -2.506)  0.31
H (-2.874, 1.830, -1.488)  0.34
H (-2.071, 0.809, -0.327)  0.25
H (-1.845, 0.582, -2.151)  0.25



Arrangement D

DFT (wB97M-V/def2-TZVPD) results for 2 unconnected molecules or ions with the total composition C5H14.

SMILES string   CCC.CC
Kohn-Sham gap   0.44115 hartree
LUMO   1.120 eV
HOMO energy   -10.88 eV
Multiplicity   1

Each line ends with the Mulliken charge.
CARTESIAN COORDINATES (ANGSTROEM)
C (-1.090, -1.085, 1.218)  -0.09
C (-2.470, -1.635, 0.966)  -1.30
C (0.043, -1.565, 0.255)  -1.07
H (-1.262, -0.002, 1.365)  0.25
H (-0.850, -1.383, 2.368)  0.19
H (-3.145, -1.016, 1.237)  0.49
H (0.365, -0.948, -0.523)  0.25
H (-2.575, -2.629, 1.508)  0.26
H (-2.550, -1.550, -0.122)  0.32
H (0.987, -1.858, 0.747)  0.35
H (-0.187, -2.622, -0.059)  0.33
C (2.321, 1.726, -1.318)  -0.78
C (1.049, 2.435, -1.049)  -0.86
H (3.048, 2.310, -1.774)  0.36
H (2.798, 1.453, -0.305)  0.20
H (2.166, 0.767, -1.885)  0.22
H (0.589, 2.614, -0.062)  0.30
H (0.209, 2.122, -1.723)  0.22
H (1.282, 3.488, -1.200)  0.33



Calculated relative energies: arrangement A 0.0; arrangement B 10.2; arrangement C 1.4; arrangement D 37.1, given in kcal/mol



Arrangement A

DFT (wB97M-V/def2-TZVPD) results for 2 unconnected molecules or ions with the total composition C5H14.

SMILES string   CCC.CC
Kohn-Sham gap   0.45985 hartree
LUMO   1.157 eV
HOMO energy   -11.36 eV
Multiplicity   1

Each line ends with the Mulliken charge.
CARTESIAN COORDINATES (ANGSTROEM)
C (0.043, -1.044, -1.307)  -0.03
C (-0.841, 0.153, -1.541)  -1.29
C (1.462, -0.902, -1.931)  -1.07
H (0.210, -1.195, -0.248)  0.15
H (-0.392, -1.945, -1.716)  0.29
H (-1.775, 0.141, -0.972)  0.36
H (-1.191, 0.158, -2.582)  0.39
H (2.165, -0.414, -1.264)  0.28
H (1.812, -1.893, -2.216)  0.32
H (-0.426, 1.150, -1.374)  0.31
H (1.380, -0.311, -2.846)  0.29
C (0.391, 0.562, 2.539)  -0.84
C (-0.963, 1.009, 1.983)  -0.65
H (1.131, 0.549, 1.742)  0.22
H (0.715, 1.235, 3.330)  0.33
H (0.310, -0.455, 2.905)  0.27
H (-1.321, 0.243, 1.292)  0.06
H (-0.964, 1.959, 1.459)  0.28
H (-1.746, 0.998, 2.746)  0.33



Arrangement B

DFT (wB97M-V/def2-TZVPD) results for 2 unconnected molecules or ions with the total composition C5H14.

SMILES string   CCC.CC
Kohn-Sham gap   0.46182 hartree
LUMO   1.114 eV
HOMO energy   -11.45 eV
Multiplicity   1

Each line ends with the Mulliken charge.
CARTESIAN COORDINATES (ANGSTROEM)
C (0.711, -1.481, 1.124)  -0.10
C (1.120, -0.022, 1.359)  -1.11
C (-0.466, -1.880, 1.968)  -1.21
H (0.495, -1.536, 0.094)  0.25
H (1.542, -2.157, 1.332)  0.27
H (0.238, 0.618, 1.321)  0.27
H (-1.293, -1.164, 1.926)  0.31
H (1.815, 0.291, 0.587)  0.28
H (1.711, 0.176, 2.256)  0.38
H (-0.922, -2.849, 1.767)  0.34
H (-0.298, -1.911, 3.053)  0.33
C (-0.870, 2.214, -2.085)  -0.93
C (-0.258, 0.792, -2.195)  -0.61
H (-0.776, 2.857, -2.957)  0.32
H (-1.903, 2.098, -1.786)  0.27
H (-0.363, 2.683, -1.264)  0.27
H (-0.510, 0.216, -3.086)  0.35
H (0.816, 0.771, -2.033)  0.24
H (-0.788, 0.285, -1.382)  0.09



Calculated relative energies: arrangement A 0.0; arrangement B 3.5, given in kcal/mol